The following is a quantum chemistry calculation of a gas-phase ion, C4H6NO3 (charge -1), from the OMol25 dataset.

Summary:
* HOMO level: -4.09 eV
* net charge: -1
* LUMO level: 0.14882 hartree
* energy relative to the best compared isomer or geometry (same formula, charge and spin): 28.76 kcal/mol
* orbital gap: 8.1 eV

Cartesian coordinates (Å):
O 1.83053 0.99473 -0.43217
C 1.54390 0.15801 0.45120
O 2.25695 -0.41307 1.28287
C -0.00864 -0.36701 0.45598
C -0.89434 0.14290 -0.67230
C -0.92746 1.65015 -0.72628
O -1.98603 2.26063 -0.75681
N 0.03433 -1.82968 0.48230
H -0.35547 0.05349 1.40103
H -1.89438 -0.27627 -0.53628
H -0.59693 -0.23174 -1.66045
H 0.00521 2.21846 -0.71226
H 0.11739 -2.21312 1.40395
H 0.87494 -2.14748 0.01923